Molecular formula: C2H3N2O2
Method: DFT, ωB97M-V with the def2-TZVPD basis set

As for the total energy: -9185.6105 eV. Its charge is +1.

```
9
Properties=species:S:1:pos:R:3:nbo_charge:R:1
C 2.15517 0.04329 -0.02758 0.918
C -1.59190 -0.31464 0.18100 -0.211
N 1.06862 -0.14166 -0.65538 -0.908
N -1.06605 0.73671 0.43737 0.464
O 3.02965 0.36197 0.66860 -0.396
O -0.84169 1.78570 0.68814 0.043
H -2.60680 -0.62988 0.54015 0.343
H -1.04013 -0.89018 -0.60544 0.323
H 0.89314 -0.95131 -1.22686 0.424
```

---

Molecular formula: C2H3N2O2
Method: DFT, ωB97M-V with the def2-TZVPD basis set

As for the total energy: -9189.8052 eV. Its charge is +1.

```
9
Properties=species:S:1:pos:R:3:nbo_charge:R:1
C -0.12217 0.48316 -0.00387 0.814
C 3.43704 -0.12242 -0.06928 1.065
N -0.23016 1.62920 0.20342 -0.447
N -0.09446 -0.78553 -0.01882 -0.776
O 4.56508 -0.12457 0.05303 -0.418
O 2.28480 -0.13005 -0.06644 -0.633
H -0.39994 2.53690 0.24503 0.463
H -0.69108 -1.36336 0.64210 0.476
H 0.75077 -1.19792 -0.10977 0.456
```

---

Molecular formula: C2H3N2O2P
Method: DFT, ωB97M-V with the def2-TZVPD basis set

As for the total energy: -18486.3083 eV. The SMILES is O=c1[nH]c(O)n[pH]1.

```
10
Properties=species:S:1:pos:R:3:nbo_charge:R:1
C -0.04033 0.14988 0.89484 0.689
C 0.54392 -0.01427 -1.30380 0.406
N 0.86368 -0.39075 -0.02278 -0.646
N -1.04708 0.79178 0.50747 -0.809
O 0.05884 -0.15232 2.22233 -0.662
O 1.27864 -0.38468 -2.23064 -0.594
P -0.91489 1.16294 -1.22377 0.690
H 1.61500 -0.99055 0.16909 0.431
H -0.81798 -0.01519 2.53972 0.502
H -1.53980 -0.15683 -1.55245 -0.007
```

---

Molecular formula: C2H3N2OP
Method: DFT, ωB97M-V with the def2-TZVPD basis set

As for the total energy: -16433.4901 eV.

```
9
Properties=species:S:1:pos:R:3:nbo_charge:R:1
C 1.16276 0.54120 0.07022 -0.076
C 1.39824 -0.80275 -0.02655 -0.642
N -0.09887 0.81877 -0.05230 -0.227
N -0.81719 -0.22427 -0.14783 -0.253
O -2.89346 0.08413 -0.08700 -0.543
P -0.13787 -1.68345 -0.08021 0.812
H 1.69070 1.48158 -0.01139 0.232
H 2.39829 -1.16357 -0.06206 0.239
H -2.70260 0.94836 0.39712 0.458
```

---

Molecular formula: C2H3N2OP
Method: DFT, ωB97M-V with the def2-TZVPD basis set

As for the total energy: -16432.3455 eV. Its spin multiplicity is 3.

```
9
Properties=species:S:1:pos:R:3:nbo_charge:R:1
C -0.24167 1.41755 0.01010 0.283
C 1.31403 -1.47251 -0.85559 0.010
N 0.72237 0.90076 -0.73426 -0.308
N 0.94695 -0.36671 -0.82011 -0.162
O -1.04515 0.80933 0.75486 -0.734
P -1.33157 -0.82100 0.80865 0.608
H -0.00447 2.40440 0.15824 0.177
H 1.73995 -2.26636 -1.38583 0.209
H -2.10043 -0.60546 2.06393 -0.083
```

---

Molecular formula: C2H3N2P
Method: DFT, ωB97M-V with the def2-TZVPD basis set

As for the total energy: -14387.0761 eV.

```
8
Properties=species:S:1:pos:R:3:nbo_charge:R:1
C -0.02305 -0.04186 -1.24381 0.086
C -0.67668 -1.86753 1.55841 0.155
N 0.26782 1.08971 -0.97624 -0.653
N -0.30841 -2.08181 0.50347 -0.336
P 0.03975 2.62155 -0.73029 0.328
H -0.19917 -0.94806 -0.57116 0.228
H -0.61634 -1.59322 2.58709 0.245
H 1.51608 2.82121 -1.12747 -0.053
```

---

Molecular formula: C2H3N2S3
Method: DFT, ωB97M-V with the def2-TZVPD basis set

As for the total energy: -37608.8970 eV. The SMILES is NC(=S)/N=C(\[S-])S. Its charge is -1.

```
10
Properties=species:S:1:pos:R:3:nbo_charge:R:1
C -0.34972 -0.72680 1.36022 0.518
C -1.18936 0.83286 -0.13258 -0.009
N -1.28871 0.03451 0.89354 -0.655
N 0.93482 -0.93639 0.98795 -0.796
S -0.65359 -1.73585 3.17903 -0.668
S 0.12297 1.24013 -1.07654 -0.310
S -2.73335 1.71331 -0.47933 -0.026
H 1.35383 -0.32494 0.38525 0.392
H 1.50998 -1.70884 1.20460 0.406
H -2.06579 2.79820 -1.19221 0.149
```

---

Molecular formula: C2H3N3
Method: DFT, ωB97M-V with the def2-TZVPD basis set

As for the total energy: -6591.3495 eV.

```
8
Properties=species:S:1:pos:R:3:nbo_charge:R:1
N 0.84836 -0.76663 -0.44003 -0.423
C -0.20033 -0.45180 -1.21328 0.104
N -0.82080 0.45474 -0.38334 -0.603
C -0.12405 0.58784 0.80551 0.145
N 0.93086 -0.16009 0.79006 -0.272
H 1.50557 -1.49315 -0.66745 0.410
H -1.81087 0.56491 -0.51844 0.423
H -0.32874 1.26417 1.62699 0.216
```

---

Which formula does entry 3 have? C2H3N2O2P